(1)
53
Properties=species:S:1:pos:R:3:mulliken_charge:R:1 method="wB97M-V/def2-TZVPD" orbital_gap_ev=8.990 fmax_ev_per_a=2.4 charge=0 de_lowest_kj_mol=391.94 lumo_ev=0.186
O 0.45 -4.18 1.67 -0.684
O -1.58 3.59 -1.22 -0.694
O -0.88 1.54 2.56 -0.482
O 0.80 2.84 0.88 -0.602
O -1.66 1.52 -3.69 -0.637
O 0.71 2.64 -4.06 -0.706
O 1.39 -2.13 2.95 -0.675
O -1.18 -4.11 -1.55 -0.642
O 1.14 1.79 -1.53 -0.586
O -2.68 -1.15 1.89 -0.595
O -0.13 -0.34 4.01 -0.733
O 1.75 -0.52 -3.33 -0.567
O 3.56 1.67 2.55 -0.644
N -2.49 0.78 -0.40 -0.378
C 0.62 -1.17 -0.57 0.357
C -0.32 -0.32 -0.26 -0.350
C 1.93 -1.28 0.24 -0.734
C -1.75 -0.46 -0.74 -0.830
H -0.83 3.02 -1.45 0.339
H -2.74 -1.98 2.36 0.291
H 3.93 0.79 2.70 0.323
H 0.28 -3.27 1.45 0.296
H -0.47 -4.02 -0.92 0.328
H -1.78 -0.52 -1.85 0.339
H 0.26 0.28 3.38 0.369
H 2.26 -2.22 -0.22 0.278
H 2.65 1.46 2.34 0.319
H 0.32 1.34 -1.74 0.009
H 1.02 -0.82 -3.90 0.312
H -0.21 2.56 -4.41 0.398
H -2.42 1.58 -4.29 0.269
H 2.75 -0.58 0.12 0.260
H -2.26 0.90 0.59 0.178
H 0.58 -1.96 -1.31 0.673
H -2.00 1.91 -2.86 0.338
H -1.98 -3.79 -1.12 0.319
H -0.35 2.15 2.00 0.320
H -0.23 0.45 0.51 0.072
H 1.54 3.42 1.11 0.250
H 1.28 -2.93 3.47 0.317
H -2.29 -1.30 -0.25 0.292
H -3.50 0.74 -0.42 0.234
H 1.60 -1.18 1.26 -0.159
H 1.46 2.17 -2.37 0.310
H -1.61 3.32 -0.29 0.376
H 0.52 -1.70 2.98 0.402
H 0.81 1.67 -4.16 0.279
H 1.04 2.55 -0.05 0.416
H 1.36 -4.45 1.56 0.344
H -2.11 -0.62 2.47 0.280
H -1.59 1.99 3.03 0.239
H 0.59 -0.62 4.60 0.311
H 2.47 -1.03 -3.72 0.261

---

(2)
17
Properties=species:S:1:pos:R:3:mulliken_charge:R:1 method="wB97M-V/def2-TZVPD" orbital_gap_ev=11.307 fmax_ev_per_a=1.9 charge=0 de_lowest_kj_mol=81.73 lumo_ev=0.824 smiles="CC(C)CC(=O)O"
O -2.30 -0.19 -0.07 -0.535
O -1.06 1.67 0.15 -0.430
C 2.39 -0.62 -0.53 -1.590
C -0.10 -0.21 -0.96 -0.792
C 0.98 -0.82 0.02 0.848
C 0.89 -0.28 1.42 -1.530
C -1.30 0.41 -0.29 0.424
H 0.81 -1.90 0.02 0.177
H 3.02 -1.38 -0.04 0.406
H 0.56 0.47 -1.51 0.409
H 2.89 0.33 -0.39 0.387
H -1.90 1.99 0.55 0.335
H 1.18 0.77 1.41 0.326
H -0.42 -0.79 -1.83 0.384
H 2.43 -0.93 -1.58 0.402
H 1.47 -0.77 2.19 0.420
H -0.08 -0.34 1.94 0.360

---

(3)
19
Properties=species:S:1:pos:R:3:mulliken_charge:R:1 method="wB97M-V/def2-TZVPD" orbital_gap_ev=10.963 fmax_ev_per_a=0.3 charge=0 de_lowest_kj_mol=140.69 lumo_ev=1.192 smiles=CCOCC1CC1
O 0.77 -0.12 0.41 -0.259
C -2.84 -0.16 -0.30 -0.628
C -2.10 1.03 0.23 -0.523
C 1.97 -0.34 -0.29 -0.212
C -1.59 -0.35 0.51 0.040
C -0.33 -0.79 -0.18 -0.711
C 3.04 0.56 0.31 -1.184
H 2.27 -1.40 -0.22 0.276
H -1.53 1.64 -0.47 0.201
H 3.98 0.45 -0.24 0.374
H -2.55 1.59 1.04 0.254
H 1.83 -0.11 -1.36 0.305
H 2.72 1.60 0.26 0.294
H -3.79 -0.42 0.15 0.264
H -1.71 -0.72 1.53 0.385
H -0.20 -1.88 -0.10 0.339
H -2.78 -0.36 -1.37 0.218
H 3.21 0.30 1.36 0.295
H -0.39 -0.54 -1.25 0.272

---

(4)
40
Properties=species:S:1:pos:R:3:mulliken_charge:R:1 method="wB97M-V/def2-TZVPD" multiplicity=2 orbital_gap_ev="9.814 / 4.707" fmax_ev_per_a=9.4 charge=+1 lumo_ev="-3.447 / -8.554"
O 1.36 -0.65 1.54 -0.487
O 2.19 2.97 -1.41 -0.627
O -0.25 4.47 -0.56 -0.582
O 1.38 -1.80 -1.45 -0.593
O 2.92 -0.06 -2.64 -0.578
O 4.01 1.68 0.02 -0.617
O -2.99 0.46 2.87 -0.670
O 0.46 -3.79 1.55 -0.609
O -0.44 1.15 2.66 -0.720
O -0.68 0.79 -1.86 -0.675
N -1.13 -0.76 -0.04 -0.140
C -2.20 -1.73 0.42 0.746
C -3.22 -1.88 -0.74 -1.529
H 0.11 -3.18 1.01 0.289
H -1.65 -2.70 0.60 0.318
H -0.70 4.00 0.18 0.301
H -2.02 0.60 2.56 0.419
H 1.04 -2.24 -2.10 0.292
H -3.27 -0.48 2.82 0.282
H 0.02 0.37 2.79 0.327
H 0.48 4.74 -0.14 0.279
H -0.55 1.72 3.53 0.355
H 2.95 3.31 -2.05 0.378
H 3.70 0.96 -0.49 0.315
H -0.36 1.66 -1.57 0.321
H -3.94 -2.69 -0.58 0.359
H -2.61 -1.23 1.29 -0.468
H -2.78 -2.27 -1.71 0.398
H -1.64 -0.24 -0.92 0.458
H 3.57 2.44 -0.04 0.333
H 1.94 -0.02 -2.50 0.332
H 0.55 -1.45 -0.95 0.308
H -3.69 -1.06 -1.13 0.527
H 0.59 -3.60 2.54 0.332
H 1.91 2.20 -1.96 0.204
H -1.22 0.88 -2.71 0.332
H -0.83 -0.02 0.77 0.255
H 2.84 -1.05 -2.69 0.300
H 2.10 -0.52 2.23 0.303
H 2.04 -0.99 0.84 0.232

---

(5)
15
Properties=species:S:1:pos:R:3:mulliken_charge:R:1 method="wB97M-V/def2-TZVPD" orbital_gap_ev=9.779 fmax_ev_per_a=5.3 charge=0 de_lowest_kj_mol=111.66 lumo_ev=0.468
I 3.34 0.01 0.00 0.079
F 1.01 -0.06 1.89 -0.318
O 1.18 2.28 0.18 -0.508
C -0.96 0.92 -0.18 -1.286
C 1.25 -0.26 0.49 0.433
C 0.62 0.83 -0.30 -0.015
C 0.87 -1.64 0.14 -1.321
H -1.34 1.46 0.79 0.300
H 0.79 -1.86 -0.97 0.322
H 0.85 0.82 -1.35 0.472
H -1.20 1.60 -0.97 0.338
H 0.01 -2.11 0.59 0.416
H -1.50 0.09 -0.03 0.411
H 0.80 2.82 -0.47 0.290
H 1.55 -2.47 0.52 0.386

---

(6)
13
Properties=species:S:1:pos:R:3:mulliken_charge:R:1 method="wB97M-V/def2-TZVPD" orbital_gap_ev="7.211 / 7.140" fmax_ev_per_a=2.7 charge=0 de_lowest_kj_mol=537.99 lumo_ev="-0.066 / 0.044"
S 1.43 -0.07 -3.78 -0.233
N 0.52 0.20 0.65 -0.334
C -0.99 -0.71 -2.48 -0.716
C 0.85 0.36 2.04 -0.727
C 0.27 0.05 -2.65 0.007
C 0.67 0.98 -0.28 0.007
H 0.97 1.32 2.52 0.314
H -0.95 -1.78 -2.12 0.257
H -1.63 -0.75 -3.44 0.312
H 1.83 -0.02 2.06 0.304
H 0.93 1.96 -0.70 0.318
H -1.62 -0.17 -1.73 0.247
H -0.01 -0.14 2.58 0.244

---

(7)
113
Properties=species:S:1:pos:R:3:mulliken_charge:R:1 method="wB97M-V/def2-TZVPD" orbital_gap_ev=8.392 fmax_ev_per_a=5.6 charge=+1 lumo_ev=-3.370
O 9.17 -3.03 -1.40 -0.547
O -3.16 6.40 -3.14 -0.324
O 2.46 -1.84 6.88 -0.306
O -4.68 2.86 2.75 -0.380
O 3.89 -0.12 6.47 -0.545
O -5.48 3.22 0.65 -0.562
O -1.83 6.24 -4.97 -0.531
O -6.60 4.72 -7.45 -0.349
O -2.67 8.21 -4.23 -0.366
O 3.69 -4.35 0.45 -0.576
O 6.97 -2.64 -1.83 -0.339
O 8.28 -0.94 -1.53 -0.352
O -0.45 -2.20 1.34 -0.387
O 2.00 -0.46 5.26 -0.164
O -1.18 -0.46 2.78 -0.533
O -4.89 4.91 2.05 -0.360
O -5.62 2.77 -6.80 -0.564
O 1.53 -3.72 -0.32 -0.303
O -7.32 2.85 -8.31 -0.337
N -0.09 -5.81 2.73 -0.164
N -2.16 -6.50 1.98 -0.402
N -0.25 -6.48 0.31 -0.040
C -0.81 -1.66 2.62 0.342
C 3.06 -1.41 9.20 -1.104
C -4.76 1.45 2.54 -0.305
C -1.71 -3.88 3.65 -0.651
C -3.05 4.98 -2.93 -0.145
C -5.18 5.83 0.99 -0.434
C 8.24 -2.28 -1.56 0.773
C -6.43 3.39 -7.45 0.757
C 2.89 -0.75 6.22 0.657
C -5.07 3.62 1.71 0.810
C 6.79 -4.05 -1.98 -0.569
C 2.29 0.74 4.55 -0.703
C -3.61 0.95 1.69 -0.915
C 10.43 -0.41 -2.55 -1.097
C -1.07 -5.35 3.75 0.060
C 9.58 -0.37 -1.29 -0.174
C 4.34 -1.57 1.30 -0.810
C -0.67 -2.67 3.89 -0.447
C -1.72 4.63 -2.30 -1.266
C 2.73 -3.54 0.42 0.452
C -4.34 5.59 -7.24 -0.697
C -7.18 1.44 -8.47 -0.621
C 1.49 -5.02 -0.97 -0.371
C -2.49 6.88 -4.20 0.786
C -0.77 -6.29 1.53 0.448
C -1.92 8.87 -5.25 -0.613
C -5.71 5.46 -6.60 -0.200
C 2.84 -2.16 1.27 0.456
C 1.22 -6.25 0.01 -0.701
C 3.28 -2.27 7.97 -0.200
C -2.37 -6.29 3.45 -0.727
H 7.27 -4.38 -2.91 0.368
H 11.38 0.11 -2.39 0.358
H 2.44 -5.25 -1.57 0.288
H 2.21 -1.40 0.68 0.290
H 10.64 -1.44 -2.85 0.308
H -4.43 6.02 -8.25 0.394
H -2.24 9.91 -5.28 0.234
H -3.69 6.23 -6.64 -0.075
H -3.86 4.62 -7.35 0.265
H -6.15 6.45 -6.47 0.339
H 9.90 0.06 -3.38 0.295
H 7.19 -4.60 -1.13 0.312
H -8.02 1.09 -9.08 0.228
H 1.99 -1.37 9.45 0.287
H -0.86 8.83 -5.02 0.291
H -3.29 -5.60 3.45 0.345
H 1.83 -6.23 0.98 0.424
H -5.14 6.84 1.40 0.235
H -5.65 5.00 -5.61 0.273
H 10.07 -0.87 -0.46 0.309
H -1.68 3.56 -2.05 0.386
H -7.21 0.93 -7.51 0.286
H -2.25 -7.52 1.84 0.351
H -2.51 -7.20 4.13 0.308
H -2.49 -3.82 4.50 0.336
H 0.43 -2.97 3.93 0.212
H -0.58 -5.57 4.77 0.418
H -0.89 4.86 -2.96 0.367
H 9.42 0.67 -1.00 0.288
H -4.72 0.98 3.53 0.302
H -2.32 -3.77 2.68 0.424
H -5.73 1.18 2.10 0.323
H -3.65 1.37 0.68 0.360
H 0.59 -4.98 -1.70 0.377
H -1.03 -2.07 4.79 0.349
H -0.89 -6.80 -0.42 0.278
H -1.57 5.21 -1.38 0.291
H 3.30 0.73 4.15 0.324
H 2.13 1.61 5.20 0.321
H 4.29 -0.45 1.02 0.296
H 4.85 -1.66 2.33 0.262
H -3.62 -0.14 1.62 0.239
H 3.38 -0.38 9.02 0.313
H -2.12 8.42 -6.23 0.259
H -3.87 4.70 -2.26 0.385
H 1.55 -7.20 -0.56 0.320
H -3.21 4.44 -3.87 0.268
H 0.11 -2.97 1.56 0.060
H 4.98 -2.10 0.51 0.113
H -2.65 1.26 2.13 0.293
H 0.60 -5.07 2.56 0.187
H 5.72 -4.25 -2.06 0.070
H 2.42 -2.29 2.33 -0.303
H 4.33 -2.29 7.68 0.306
H 2.99 -3.30 8.20 0.282
H 3.61 -1.79 10.05 0.368
H -6.17 5.66 0.58 0.295
H -6.25 1.22 -9.01 0.288
H 1.59 0.81 3.71 0.174
H -4.42 5.74 0.21 0.096

---

(8)
42
Properties=species:S:1:pos:R:3:mulliken_charge:R:1 method="wB97M-V/def2-TZVPD" orbital_gap_ev=9.385 fmax_ev_per_a=0.4 charge=0 de_lowest_kj_mol=38.29 lumo_ev=0.415 smiles="O=C(NCCCCNC(=O)c1ccccc1Cl)c1ccccc1Cl"
Cl -2.79 -1.43 1.58 -0.212
Cl 0.08 0.57 1.97 -0.153
O 3.58 -0.26 1.71 -0.691
O 0.02 -0.07 -1.46 -0.829
N -1.19 -1.88 -0.91 -0.058
N 2.23 -1.01 0.05 0.030
C 2.40 3.45 -0.55 -0.712
C 1.14 3.80 -0.08 -0.556
C 2.93 2.21 -0.25 -0.318
C -2.18 1.57 -1.02 -0.326
C 2.22 1.31 0.51 0.190
C 2.76 -0.06 0.84 0.056
C -0.98 -0.56 -0.95 0.559
C 0.96 1.68 0.99 0.871
C 1.09 -3.08 0.78 -0.195
C -3.94 2.20 0.46 -0.383
C 0.29 -3.78 -0.32 -0.811
C -2.06 0.32 -0.41 0.093
C -3.83 0.98 1.10 -0.796
C 0.42 2.91 0.70 -0.607
C -0.23 -2.85 -1.41 -0.758
C 2.39 -2.42 0.30 -1.031
C -3.11 2.50 -0.60 -0.822
C -2.90 0.05 0.67 0.807
H -0.73 -3.45 -2.19 0.381
H 0.93 -4.53 -0.79 0.344
H -0.56 3.17 1.08 0.519
H 3.91 1.93 -0.62 0.480
H 2.76 -2.92 -0.60 0.399
H 0.47 -2.31 1.26 0.077
H -0.55 -4.30 0.14 0.407
H 0.72 4.77 -0.31 0.414
H -2.01 -2.25 -0.45 0.179
H -1.50 1.79 -1.84 0.433
H -4.67 2.92 0.81 0.408
H 2.96 4.15 -1.15 0.403
H -4.46 0.74 1.95 0.434
H 3.16 -2.49 1.08 0.452
H 1.33 -3.82 1.55 0.416
H 0.58 -2.29 -1.88 0.379
H 1.53 -0.72 -0.63 0.125
H -3.18 3.45 -1.10 0.401